Entry 1:
Here is the molecule C3H6N2O2 from OMol25. Energies are from ωB97M-V with the def2-TZVPD basis set.

```
13
Properties=species:S:1:pos:R:3:forces:R:3
C -1.522824 -1.434458 -0.487905 -0.4 0.1 0.2
N -0.336416 -1.098976 -0.265645 0.5 -0.3 -0.1
C 0.065444 0.287933 -0.337434 0.0 0.2 0.6
O 1.186152 0.369730 -1.155977 0.1 0.1 0.0
O -0.931465 1.164082 -0.750896 -0.3 1.1 1.0
N 0.376206 0.729604 1.012060 -0.2 0.0 0.1
C 1.476507 0.438782 1.534639 0.3 -0.2 0.0
H -2.337332 -0.731544 -0.676170 0.1 0.1 -0.1
H -1.758024 -2.489437 -0.431136 -0.1 -0.2 0.0
H 0.889143 0.348137 -2.072373 0.0 0.0 0.0
H -1.020534 1.767984 0.053134 0.0 -1.0 -1.6
H 1.665482 0.791068 2.539821 0.1 0.0 0.2
H 2.247663 -0.142906 1.037882 0.1 -0.1 -0.1
```
Forces are in eV/Å.

Computed properties:
- SMILES: C=NC(O)(O)N=C
- E_tot: -377.85834 a.u.
- Energy relative to the best compared isomer or geometry (same formula, charge and spin): 63.4 kcal per mole

Entry 2:
Here is a structure of composition C20H25Cl3GaN6Sb2 from OMol25. Energies are from ωB97M-V with the def2-TZVPD basis set.

```
57
Properties=species:S:1:pos:R:3:forces:R:3
Ga -0.016900 -0.274764 0.762077 0.0 0.0 0.1
C 0.886584 0.625822 -4.376105 -0.1 0.0 -0.1
Sb -0.179374 1.051570 -2.588025 0.3 -0.2 0.3
C -1.660882 -0.450614 -2.854435 -0.1 0.0 0.0
C -1.862710 2.632074 -3.786691 -0.3 0.4 -0.3
C -1.257258 3.854084 -3.681221 0.0 -0.1 0.2
C -0.222303 4.247203 -4.608817 0.1 0.1 0.0
C 0.499517 5.359937 -4.389344 0.0 0.0 0.0
C 0.249909 6.184185 -3.226224 0.0 0.0 -0.1
C -0.731728 5.891975 -2.339956 -0.1 -0.1 0.0
C -1.589383 4.776579 -2.557865 0.2 0.0 -0.1
C -2.709331 4.569933 -1.755456 -0.2 0.0 0.2
Sb -2.078157 2.997863 -0.052624 0.0 0.0 -0.1
C -3.409012 3.810469 1.391659 0.0 0.1 0.0
C -0.283096 3.962247 0.587691 0.0 0.0 0.0
H 0.213487 0.398709 -5.201486 0.0 0.0 0.0
H 1.483162 -0.266162 -4.169463 0.0 0.1 -0.1
H 1.565333 1.434870 -4.635314 0.0 0.0 0.0
H -2.091138 -0.388330 -3.852448 0.0 0.0 0.0
H -2.442147 -0.374941 -2.102030 0.0 0.0 0.0
H -1.162708 -1.415077 -2.758794 0.0 0.0 0.0
H -2.702219 2.362779 -3.159374 0.0 -0.1 0.0
H -1.724551 2.055695 -4.696340 0.1 0.0 0.0
H -0.035701 3.619802 -5.470584 0.0 0.0 0.0
H 1.276106 5.656304 -5.081186 0.0 0.0 0.0
H 0.843590 7.078984 -3.090432 0.0 0.0 0.0
H -0.941520 6.560663 -1.516356 0.0 0.0 0.0
H -3.555697 4.024781 -2.153411 0.0 0.0 0.0
H -2.970476 5.380450 -1.079944 0.0 0.0 0.0
H -3.036902 4.756052 1.781371 0.0 0.0 0.0
H -3.501914 3.092001 2.206959 0.0 0.0 0.0
H -4.396815 3.943309 0.953651 0.0 0.0 0.0
H -0.503940 4.706015 1.350112 0.0 0.0 0.0
H 0.206425 4.441918 -0.257828 0.0 0.0 0.0
H 0.408814 3.221727 0.988534 0.0 0.0 0.0
N 1.487688 -3.941090 2.380188 0.0 0.1 0.0
C 1.228600 -3.251025 1.279324 -0.1 0.1 0.1
N 0.776945 -2.049992 1.635761 0.1 -0.1 -0.3
C 0.800856 -2.091063 3.002821 0.0 0.0 0.1
N 1.220836 -3.222531 3.489486 0.0 0.0 0.0
C 0.395056 -0.900589 3.741448 0.1 -0.1 0.1
C 0.381282 -0.788080 5.127553 0.0 0.0 -0.1
N 0.017820 0.344443 5.709891 0.0 0.1 0.0
C -0.325286 1.358676 4.924909 0.0 0.0 0.0
C -0.314477 1.252040 3.538940 -0.1 0.2 0.1
N 0.045128 0.117287 2.947343 0.0 0.1 0.3
H 1.841469 -4.884992 2.465498 0.0 0.0 0.0
H 1.371676 -3.622174 0.280805 0.0 0.0 -0.1
H 0.669004 -1.619811 5.758735 0.0 0.0 0.0
H -0.615051 2.282315 5.409175 0.0 0.0 0.0
H -0.590078 2.089734 2.905572 0.0 -0.1 0.1
Cl 1.013660 -3.600004 -4.646679 0.1 0.0 0.1
C 2.326425 -3.104929 -3.570350 0.0 0.0 0.1
Cl 3.067028 -4.495971 -2.769620 -0.1 0.1 -0.1
Cl 3.530467 -2.135600 -4.425296 -0.1 -0.1 0.0
C 1.734576 -2.254717 -2.517410 0.1 -0.1 0.1
N 1.274251 -1.593171 -1.697245 0.1 -0.1 -0.2
```
Forces are in eV/Å.

Computed properties:
- E_tot: -4890.43095 a.u.
- Energy relative to the best compared isomer or geometry (same formula, charge and spin): 41.6 kcal per mole
- Net charge: +3

Entry 3:
Here is the molecule C12H10BrN3O from OMol25. Energies are from ωB97M-V with the def2-TZVPD basis set.

```
27
Properties=species:S:1:pos:R:3:forces:R:3
C 2.213714 3.270132 0.653290 0.0 0.0 0.0
C 1.869312 1.895661 0.177829 0.0 -0.1 -0.1
C 2.668123 1.229955 -0.752477 -0.3 -0.1 0.2
C 2.323826 -0.036637 -1.175201 -0.1 0.0 0.0
C 1.164886 -0.615877 -0.649115 0.2 0.7 0.3
N 0.792187 -1.888300 -1.059619 0.4 -0.3 -0.4
C -0.339140 -2.598729 -0.759934 -0.1 0.0 0.1
O -0.442027 -3.759706 -1.085607 -0.1 -0.1 0.0
C -1.423692 -1.855346 -0.055830 -0.8 -0.2 0.2
C -1.805640 -2.203150 1.237643 0.3 -0.1 -0.5
N -2.788414 -1.605980 1.884089 -0.1 -0.2 0.5
C -3.455674 -0.640374 1.287141 -0.1 0.3 -0.3
C -3.163074 -0.238609 -0.009749 0.0 0.0 -0.2
Br -4.157437 1.158893 -0.823058 0.1 -0.1 0.1
C -2.140468 -0.856781 -0.705478 -0.1 -0.2 0.2
N 0.407681 0.001932 0.243235 0.3 -0.4 -0.1
C 0.750332 1.216020 0.637210 0.3 0.3 -0.1
H 1.469781 3.633138 1.357139 0.0 0.1 0.1
H 3.186812 3.268082 1.142787 0.0 0.1 0.1
H 2.266021 3.959644 -0.188137 0.0 0.1 0.0
H 3.555674 1.709042 -1.140449 0.1 0.0 -0.1
H 2.926879 -0.569884 -1.894194 0.1 -0.1 -0.1
H 1.478318 -2.403810 -1.599508 -0.2 0.0 0.1
H -1.292779 -2.988407 1.774488 0.1 -0.1 0.0
H -4.250073 -0.176103 1.855385 -0.1 0.1 -0.1
H -1.899565 -0.565475 -1.717205 0.0 0.1 -0.1
H 0.084433 1.660677 1.365335 0.0 0.2 0.1
```
Forces are in eV/Å.

Computed properties:
- SMILES: Cc1ccc(NC(=O)c2cncc(Br)c2)nc1
- E_tot: -3276.82475 a.u.

Entry 4:
Here is the molecule H2NO2P from OMol25. Energies are from ωB97M-V with the def2-TZVPD basis set.

```
6
Properties=species:S:1:pos:R:3:forces:R:3
O 0.890085 1.764272 -0.152150 -0.4 -4.3 0.0
N 0.709518 0.475081 -0.089654 -1.8 4.5 0.7
O 1.506258 -0.375655 -0.228764 1.7 -0.8 -0.5
P -1.046264 -0.018860 0.456111 0.0 -0.3 -1.3
H -1.440461 -0.539540 -0.893827 0.6 0.5 1.3
H -0.619136 -1.305297 0.908284 0.0 0.3 -0.2
```
Forces are in eV/Å.

Computed properties:
- SMILES: O=[N+]([O-])P
- E_tot: -547.65158 a.u.
- Energy relative to the best compared isomer or geometry (same formula, charge and spin): 101.6 kcal per mole

The highest E_tot belongs to which entry? C3H6N2O2

The lowest E_tot belongs to which entry? C20H25Cl3GaN6Sb2